Formula: C54H141N11O16
Source: the Open Molecules 2025 dataset
Level of theory: the ωB97M-V functional and the def2-TZVPD basis

XYZ file:
```
222
Properties=species:S:1:pos:R:3:forces:R:3
C 20.60912 20.11065 21.83551 -0.654 0.412 -0.725
O 20.01237 20.65412 22.98443 -0.455 -0.326 0.005
C 20.47887 21.93738 23.28355 -0.495 0.626 1.720
C 19.82894 22.32864 24.67647 2.589 -1.109 1.251
C 20.43810 23.60738 25.30981 -0.830 0.566 -1.775
N 20.11804 21.26432 25.72531 -1.019 0.294 -0.727
H 20.74796 20.93401 21.13487 0.900 0.012 -0.157
H 19.89852 19.50461 21.27350 -0.207 -0.399 0.487
H 21.48834 19.51218 22.07402 0.235 0.242 -0.152
H 21.56618 21.94524 23.35972 0.304 -0.064 0.269
H 20.23688 22.66136 22.50549 -0.335 0.103 -0.193
H 18.74867 22.42370 24.56661 0.048 -0.056 0.053
H 19.99554 23.85928 26.27355 0.173 -0.301 -0.045
H 20.19176 24.41290 24.61804 -0.277 0.423 0.060
H 21.52526 23.68616 25.30898 0.087 -0.730 0.391
H 19.82978 20.34433 25.42429 -0.228 0.031 -0.312
H 21.09722 21.15022 25.94509 0.276 0.530 -0.210
C 19.71585 16.66058 20.65599 1.066 1.435 0.181
O 19.44496 16.14788 19.36946 -0.245 -0.265 1.014
C 18.91834 14.85634 19.46050 -0.151 -0.869 -1.520
C 18.85850 14.19198 18.03491 -0.445 0.353 0.589
C 17.64072 13.27966 17.94386 -0.901 -0.028 -0.121
N 20.07040 13.42186 17.69355 -0.553 -0.226 0.439
H 20.22088 15.99374 21.35481 0.281 -0.553 -0.391
H 18.92484 17.09038 21.27054 -0.883 -0.281 -0.746
H 20.38274 17.49745 20.44859 0.231 -0.008 0.234
H 19.59482 14.23214 20.04434 0.027 -0.174 0.367
H 17.94048 14.87058 19.94183 -0.269 0.056 0.037
H 18.72450 14.95206 17.26523 0.135 0.335 0.187
H 17.63482 12.66952 17.04065 0.447 -0.318 0.143
H 16.67598 13.78100 17.86617 0.145 0.827 -0.047
H 17.44318 12.68488 18.83567 0.640 -0.488 0.072
H 20.86104 13.73834 18.23652 0.260 0.533 -0.129
H 19.89098 12.51600 18.10260 0.148 -0.569 -0.169
C 16.57418 18.94960 20.59162 0.392 -0.148 -0.021
O 16.38614 17.53934 20.66838 -1.102 0.440 1.064
C 15.22604 17.21576 21.52444 1.250 -0.724 -0.951
C 14.88036 15.77598 21.14203 -1.687 -0.421 -1.591
C 14.50764 15.59762 19.66827 1.177 0.981 -1.140
N 13.70002 15.26256 21.84210 0.340 0.659 1.226
H 16.83196 19.36900 21.56413 -0.427 0.121 0.120
H 15.69748 19.41560 20.14180 -0.205 0.242 0.276
H 17.41766 19.21546 19.95445 0.121 -0.585 -0.285
H 15.47456 17.23168 22.58562 0.380 -0.258 0.013
H 14.43014 17.95728 21.45541 -0.170 -0.043 -0.741
H 15.77934 15.16582 21.22942 0.275 -0.056 0.693
H 14.24544 14.59346 19.33507 0.060 -0.169 0.555
H 15.38584 15.86788 19.08189 0.209 -0.065 -0.183
H 13.74644 16.26585 19.26560 -0.391 0.155 0.499
H 13.77902 14.25790 21.90937 -0.035 -0.274 -0.425
H 13.82538 15.49460 22.81706 -0.057 0.186 0.419
C 17.35572 22.80806 21.18174 0.124 0.490 -0.436
O 16.77874 23.80226 20.35196 -1.121 0.562 -0.896
C 15.31182 23.98534 20.38597 1.279 0.230 -0.250
C 14.69414 24.99602 19.32642 0.742 -1.223 1.143
C 15.07830 26.43570 19.57037 0.923 -0.046 -0.251
N 13.23598 24.89142 19.42488 0.122 0.249 0.079
H 18.39788 23.12714 21.16805 0.069 -0.187 0.708
H 17.36996 21.77860 20.82383 -0.464 -0.143 -0.733
H 16.91210 22.71758 22.17325 0.053 0.529 0.331
H 14.92578 22.99540 20.14280 -0.658 0.019 0.567
H 15.14514 24.39522 21.38212 -0.764 -0.466 0.197
H 15.08628 24.61508 18.38344 0.049 0.306 -0.454
H 14.67048 27.06830 18.78194 -0.228 0.135 0.145
H 16.16011 26.55372 19.50809 0.122 -0.062 -0.004
H 14.78870 26.78932 20.55991 -0.325 -0.066 -0.086
H 12.84900 25.56256 18.77689 -0.117 0.370 0.062
H 12.90986 24.00084 19.07759 0.355 -0.155 0.151
C 17.24598 17.55510 13.17483 -0.549 0.132 0.395
O 17.09479 18.54459 14.16935 1.485 0.189 0.454
C 18.25032 18.60410 15.00422 -0.111 0.587 0.202
C 18.31295 17.53670 16.10295 -1.900 0.990 0.227
C 17.06910 17.68020 17.02005 -0.466 0.089 -0.725
N 19.44142 17.74384 16.94426 1.589 -0.173 -0.220
H 17.26552 16.58531 13.67204 -0.573 -0.401 -0.391
H 18.18072 17.57464 12.61450 0.079 0.574 -0.078
H 16.38342 17.78005 12.54754 0.135 -0.906 -0.364
H 19.18892 18.56580 14.45136 0.030 -0.256 -0.503
H 18.24270 19.61754 15.40544 -0.139 0.038 0.539
H 18.38762 16.59482 15.55945 -0.107 -0.396 0.393
H 16.15902 17.85631 16.44659 -0.192 -0.266 -0.027
H 17.21367 18.57215 17.62964 0.114 0.214 -0.075
H 16.90654 16.89026 17.75331 0.172 -0.346 -0.217
H 19.29798 17.19258 17.77830 0.388 -0.027 0.185
H 19.46914 18.70944 17.23914 0.009 0.211 0.040
C 8.41637 16.28387 19.49305 0.947 0.412 0.179
O 9.24790 16.19196 20.66114 -0.791 -0.545 -0.310
C 9.15594 17.23748 21.61540 1.984 -0.572 -0.229
C 10.56730 17.30422 22.24786 -0.258 0.388 0.595
C 10.64680 18.34654 23.34596 0.041 -0.091 0.701
N 11.66542 17.57178 21.34331 -0.972 0.899 -0.754
H 8.29168 15.31766 19.00418 0.182 -0.199 0.425
H 9.00965 16.88958 18.80803 -0.611 0.337 -0.424
H 7.42014 16.68380 19.68199 0.070 0.223 0.144
H 9.00248 18.21558 21.15950 -0.489 0.097 -0.178
H 8.42161 16.97388 22.37658 -0.204 0.334 0.044
H 10.86260 16.34434 22.67157 -0.898 -0.497 0.510
H 11.68898 18.60742 23.53010 0.206 -0.422 0.293
H 10.20893 17.89466 24.23600 0.013 0.417 0.326
H 10.22491 19.33775 23.17967 -0.593 -0.209 -0.466
H 12.46138 17.39506 21.93940 0.451 -0.259 -0.734
H 11.59712 16.87928 20.61127 0.657 -0.365 -0.034
C 11.12578 9.85126 26.64011 1.016 -0.092 0.188
O 11.82260 11.08324 26.56642 -0.500 -0.089 -0.184
C 11.79828 11.66632 25.27462 1.152 0.433 0.642
C 12.50844 13.05988 25.31832 -0.391 -1.988 -1.436
N 11.74306 14.02874 26.05598 0.417 -0.233 0.127
C 12.44284 15.25348 26.36637 -0.177 0.892 -0.026
C 13.18194 15.95736 25.18598 -0.060 -1.275 0.933
O 14.32548 15.15778 24.77924 -0.788 1.320 -0.169
C 15.38200 15.17332 25.73258 -0.175 -0.531 -1.114
H 10.10224 9.91870 26.27146 -0.324 0.189 0.655
H 11.33168 9.49861 27.65073 -1.028 0.224 0.265
H 11.55464 9.02276 26.07640 0.559 0.182 -0.803
H 10.78904 11.73470 24.86862 -0.313 0.143 0.089
H 12.36454 10.97606 24.64932 0.128 0.157 -0.625
H 12.55534 13.40234 24.28458 0.196 -0.267 -0.497
H 13.56212 12.91014 25.55377 -0.217 0.209 0.819
H 11.03058 14.26858 25.38148 -0.576 0.237 0.295
H 13.12904 15.14082 27.20575 0.087 -0.355 -0.039
H 11.63076 15.85928 26.76841 0.243 0.721 -0.101
H 13.47924 16.97284 25.44770 0.248 0.108 0.158
H 12.47704 16.03732 24.35843 0.203 -0.185 -0.341
H 16.24932 14.80138 25.18715 0.114 -0.060 0.070
H 15.12184 14.43382 26.48993 0.361 0.476 0.624
H 15.61892 16.19408 26.03263 -0.147 -0.062 0.543
C 15.71474 12.10192 22.12689 -0.492 0.934 0.577
O 14.40274 12.54640 21.73634 1.312 -0.231 0.231
C 13.77784 11.48630 21.05509 -2.074 0.070 0.418
C 12.27262 11.83588 20.84183 0.393 0.435 -1.031
N 12.03326 12.86434 19.78784 0.381 -0.655 0.300
C 10.77972 13.55318 20.10137 -0.916 -1.145 -0.484
C 9.51050 12.58950 19.85513 1.193 0.722 0.740
O 9.35820 11.62494 20.91669 -0.813 0.784 -0.265
C 8.26012 10.70684 20.73310 1.402 0.172 -0.198
H 16.42744 12.19770 21.30776 -0.019 -0.329 -0.159
H 15.65954 11.09994 22.55243 0.100 -0.237 -0.337
H 16.06556 12.72942 22.94619 -0.117 0.304 -0.099
H 13.77936 10.67506 21.78309 0.043 -0.683 -0.405
H 14.34624 11.25108 20.15526 -0.235 -0.230 -0.233
H 11.85028 12.21372 21.77295 0.276 -0.037 0.546
H 11.62128 11.00172 20.58109 0.591 -0.431 0.117
H 12.79818 13.51224 19.91138 -0.123 0.468 -0.183
H 10.59326 14.43116 19.48293 0.338 -0.157 -0.395
H 10.91500 13.96668 21.10078 -0.944 -0.161 0.472
H 9.59641 12.11600 18.87712 0.658 -0.458 -0.066
H 8.62548 13.20268 19.68533 -0.350 0.212 0.792
H 8.66856 9.92610 20.09146 -0.517 -0.246 -0.342
H 7.37406 11.17006 20.29902 0.014 0.096 -0.015
H 8.02134 10.23808 21.68774 0.030 0.306 0.072
C 14.09096 15.27268 16.31784 -1.008 0.685 0.256
O 14.25202 14.87194 14.99350 0.779 -0.974 -0.582
C 14.86544 13.59768 14.83506 -0.007 -0.249 -0.990
C 14.90852 13.24152 13.31663 -0.240 -0.268 0.096
N 15.80982 13.95030 12.44795 1.495 -0.146 0.251
C 17.24061 13.65462 12.77133 0.368 1.458 -1.438
C 18.23047 14.10262 11.58093 -0.809 -0.574 1.005
O 18.22884 15.48438 11.29244 -0.086 -0.656 -0.330
C 18.62394 15.78240 9.95933 -0.840 1.198 0.313
H 13.72708 16.29744 16.24323 -0.025 0.071 0.214
H 14.95914 15.29258 16.97660 0.485 -0.294 -0.401
H 13.30446 14.68582 16.79233 -0.083 -0.191 0.250
H 14.36618 12.75716 15.31711 -0.865 0.181 0.281
H 15.83388 13.57768 15.33487 0.510 0.298 -0.282
H 13.95152 13.43240 12.83103 -0.520 -0.129 0.679
H 15.10696 12.18140 13.15899 -0.051 -0.225 0.432
H 15.55154 14.91348 12.60822 0.734 0.537 -0.330
H 17.37578 12.57514 12.83863 -0.195 -0.085 -0.013
H 17.50622 14.07416 13.74166 0.392 0.166 0.034
H 17.89524 13.49838 10.73796 -0.217 0.195 -0.397
H 19.28164 13.85222 11.72389 0.027 -0.561 0.656
H 19.63772 15.59720 9.60430 0.421 -0.470 0.788
H 18.49038 16.86396 9.98094 0.046 0.075 -0.685
H 17.96422 15.33330 9.21691 -0.301 -0.076 0.077
C 10.98556 17.86412 15.20399 0.127 0.191 0.984
O 10.78456 17.15262 16.45698 0.206 0.333 -0.810
C 11.39428 17.77010 17.60185 -0.902 0.306 -0.742
C 10.65820 19.09932 17.95132 1.816 0.026 0.697
N 11.15560 19.66248 19.21938 0.543 -0.112 -0.766
C 10.82374 21.04108 19.53704 0.426 0.364 -1.148
C 11.35460 22.10128 18.50411 -0.569 0.166 0.926
O 12.76558 22.33050 18.53630 -0.546 -0.965 -0.166
C 13.56360 21.23348 18.17716 0.356 -1.058 -0.317
H 10.76716 17.22498 14.34848 -0.261 -0.142 0.389
H 12.00206 18.23266 15.06602 0.504 -0.355 0.310
H 10.40594 18.78664 15.17150 -0.531 -0.153 -0.069
H 12.43558 17.95334 17.33681 0.235 0.291 0.349
H 11.36510 17.03230 18.40366 -0.136 -0.035 0.025
H 9.57582 18.98581 17.89075 -0.229 -0.074 -0.123
H 11.04008 19.75446 17.16833 -0.652 0.343 -0.149
H 11.11774 19.03039 20.00623 0.072 -0.046 0.172
H 11.27708 21.41442 20.45531 0.046 -0.692 0.378
H 9.74080 21.09780 19.64702 -0.360 0.767 -0.096
H 10.99222 23.08662 18.79717 -0.418 -0.074 0.308
H 10.92732 21.97572 17.50924 0.523 -0.441 -0.386
H 13.18018 20.74150 17.28326 0.041 0.200 -0.440
H 13.58110 20.41456 18.89629 -0.156 0.238 0.493
H 14.59720 21.53760 18.01194 -0.136 0.386 -0.095
C 13.89922 20.98554 22.67589 0.440 0.158 0.299
O 15.09146 20.21110 23.03256 -1.609 0.765 -1.555
C 15.54134 20.51224 24.30814 1.493 0.179 1.535
C 16.98180 19.88553 24.50827 -1.467 1.705 -0.324
N 16.90956 18.50356 24.23562 1.096 -1.707 -1.274
C 18.21986 18.01008 23.70371 -0.776 -1.206 0.854
C 19.03646 17.61718 24.90968 -0.180 -0.394 0.147
O 20.21804 17.02226 24.47841 1.965 0.512 -0.070
C 21.20724 16.85732 25.49067 -0.331 -1.517 0.386
H 13.98378 22.05318 22.87861 0.517 0.106 0.863
H 13.01952 20.61244 23.20032 0.006 -0.153 0.000
H 13.68152 21.09430 21.61340 0.443 -1.247 -0.304
H 14.88628 20.14773 25.09943 -0.351 -0.474 0.032
H 15.53156 21.59242 24.45377 0.453 0.275 -0.001
H 17.38927 19.99790 25.51298 -0.272 0.663 0.146
H 17.65292 20.36160 23.79340 0.138 0.438 -0.009
H 16.16730 18.32618 23.57405 0.284 0.129 -0.068
H 18.84458 18.61086 23.04275 -0.582 0.742 0.050
H 18.07497 17.06828 23.17446 -0.399 -0.040 -0.124
H 18.45846 16.84804 25.42195 -0.228 0.202 0.614
H 19.25506 18.46232 25.56241 -0.156 0.072 0.229
H 22.12216 16.44387 25.06631 -0.122 0.317 -0.370
H 20.87001 16.09095 26.18855 -0.256 -0.430 0.100
H 21.47032 17.64629 26.19524 -0.314 1.025 -0.701
```
Positions in Å, forces in eV/Å.

The SMILES is COC[C@H](C)N.COC[C@H](C)N.COC[C@H](C)N.COC[C@H](C)N.COC[C@H](C)N.COC[C@H](C)N.COCCNCCOC.COCCNCCOC.COCCNCCOC.COCCNCCOC.COCCNCCOC. The frontier orbital gap is 0.32500 Eh. The calculation puts the HOMO energy at -8.36 eV. The calculation puts the energy above the lowest of the compared OMol25 structures with the same formula, charge and spin at 344.34 kJ/mol.